P:
One molecule with the formula C6H12OSi, computed with ωB97M-V with the def2-TZVPD basis set.

Calculated values
Lowest unoccupied orbital energy (eV): 0.95
Charge: 0
Molar mass (g mol⁻¹): 128.247
SMILES string: [SiH3][C@@]12CCCC[C@@H]1O2
Highest occupied orbital energy (eV): -9.316
Gap between HOMO and LUMO (eV): 10.27

Element x y z (Å)
C1 -0.589 -1.877 -0.329
C2 -0.662 -1.278 1.014
C3 0.906 -1.607 -0.766
C4 -0.710 0.364 0.849
C5 1.125 -0.105 -0.774
C6 0.423 0.869 0.038
O1 1.701 0.470 0.427
Si1 0.539 2.779 -0.400
H1 -0.725 -2.902 -0.200
H2 -1.298 -1.251 -0.975
H3 -1.550 -1.612 1.535
H4 0.249 -1.577 1.662
H5 1.461 -2.121 -0.046
H6 1.031 -2.031 -1.852
H7 -1.662 0.684 0.335
H8 -0.622 0.875 1.824
H9 1.496 0.238 -1.750
H10 0.104 2.634 -1.805
H11 1.958 3.396 -0.452
H12 -0.311 3.489 0.689

=====

Q:
C6H12OSi as an isolated structure, computed with ωB97M-V with the def2-TZVPD basis set.

Calculated values
Lowest unoccupied orbital energy (eV): 0.61
Charge: 0
Molar mass (g mol⁻¹): 128.247
Highest occupied orbital energy (eV): -8.229
Gap between HOMO and LUMO (eV): 8.84

Element x y z (Å)
C1 0.247 -2.095 2.312
C2 -0.041 -1.658 1.262
C3 1.801 1.449 -1.513
C4 -1.582 1.016 1.351
C5 1.771 0.064 -0.840
C6 -1.884 0.285 0.014
O1 -0.896 -1.904 -1.631
Si1 -0.483 -0.925 -0.419
H1 0.678 -2.337 3.305
H2 1.639 1.275 -2.593
H3 1.311 2.175 -0.880
H4 2.914 1.647 -1.618
H5 -1.281 0.404 2.201
H6 -0.719 1.596 1.072
H7 -2.335 1.757 1.682
H8 2.076 0.025 0.199
H9 2.372 -0.679 -1.479
H10 -2.127 1.043 -0.766
H11 -2.974 -0.280 0.012
H12 -0.488 -2.859 -1.672

=====

Which structure is most stable, and how do the rest compare? From most to least stable: Q, P.

=====

P:
An isolated ion of composition C3H8NO and charge -2, computed with ωB97M-V with the def2-TZVPD basis set.

Calculated values
Lowest unoccupied orbital energy (spin up / spin down) (eV): 7.51 / 7.42
Charge: -2
Molar mass (g mol⁻¹): 74.103
Multiplicity: 2
Highest occupied orbital energy (spin up / spin down) (eV): 4.687 / 0.603
Gap between HOMO and LUMO (spin up / spin down) (eV): 2.82 / 6.82

Element x y z (Å)
C1 0.414 0.825 -0.696
O1 -0.708 1.594 -0.784
C2 0.141 -0.659 -0.157
C3 1.150 -0.944 0.956
N1 -1.204 -0.741 0.379
H1 1.177 1.264 -0.027
H2 1.009 0.723 -1.653
H3 0.288 -1.473 -0.885
H4 1.034 -0.100 1.655
H5 0.804 -1.756 1.614
H6 2.178 -1.081 0.607
H7 -1.662 0.092 -0.035
H8 -1.218 -0.429 1.343

=====

Q:
A 2-piece molecular cluster, C3H8NO overall, computed with ωB97M-V with the def2-TZVPD basis set.

Calculated values
Lowest unoccupied orbital energy (spin up / spin down) (eV): 7.43 / 7.36
Charge: -2
Molar mass (g mol⁻¹): 74.103
Multiplicity: 2
Highest occupied orbital energy (spin up / spin down) (eV): 4.219 / 0.646
Gap between HOMO and LUMO (spin up / spin down) (eV): 3.21 / 6.71

Element x y z (Å)
C1 -0.226 1.799 -2.186
O1 -0.466 0.498 -2.008
H1 0.812 2.070 -2.547
H2 -0.335 2.450 -1.265
H3 -0.903 2.325 -2.935
C2 -0.850 -1.143 1.606
C3 1.383 -1.262 1.085
N1 0.348 -1.933 1.396
H4 -1.718 -1.767 1.387
H5 -0.917 -0.915 2.689
H6 -0.889 -0.225 1.015
H7 2.391 -1.680 0.993
H8 1.371 -0.219 0.770

=====

Which structure is most stable, and how do the rest compare? From most to least stable: P, Q.

=====

P:
One molecule with the formula C17H17N3O, computed with ωB97M-V with the def2-TZVPD basis set.

Calculated values
Lowest unoccupied orbital energy (eV): 0.74
Charge: 0
Molar mass (g mol⁻¹): 279.343
SMILES string: N#CC(Cc1ccccc1)(Cc1ccccc1)C(=O)NN
Highest occupied orbital energy (eV): -9.084
Gap between HOMO and LUMO (eV): 9.82

Element x y z (Å)
N1 -0.035 1.527 3.396
C1 0.204 1.009 2.403
C2 0.566 0.379 1.156
C3 2.098 0.174 1.207
O1 2.649 -0.870 0.930
N2 2.784 1.273 1.575
H1 2.342 2.144 1.829
N3 4.194 1.301 1.583
H2 4.536 1.132 2.531
H3 4.501 0.514 1.010
C4 0.180 1.336 -0.003
C5 0.347 0.718 -1.364
C6 1.608 0.439 -1.875
C7 1.748 -0.147 -3.120
C8 0.629 -0.449 -3.877
C9 -0.630 -0.147 -3.389
C10 -0.769 0.434 -2.141
H4 -1.755 0.673 -1.769
H5 -1.509 -0.364 -3.978
H6 0.739 -0.910 -4.848
H7 2.734 -0.366 -3.501
H8 2.491 0.682 -1.302
H9 0.793 2.240 0.067
H10 -0.865 1.627 0.133
C11 -0.090 -1.014 1.037
C12 -1.540 -1.014 0.647
C13 -1.965 -1.806 -0.412
C14 -3.297 -1.837 -0.782
C15 -4.225 -1.070 -0.099
C16 -3.814 -0.284 0.963
C17 -2.482 -0.261 1.338
H11 -2.176 0.348 2.177
H12 -4.532 0.313 1.506
H13 -5.265 -1.087 -0.391
H14 -3.610 -2.458 -1.609
H15 -1.243 -2.401 -0.954
H16 0.028 -1.525 1.999
H17 0.488 -1.576 0.300

=====

Q:
One molecule with the formula C17H17N3O, computed with ωB97M-V with the def2-TZVPD basis set.

Calculated values
Lowest unoccupied orbital energy (eV): 0.72
Charge: 0
Molar mass (g mol⁻¹): 279.343
SMILES string: CC(=O)Nc1ccc2c(c1)nc(C)n2Cc1ccccc1
Highest occupied orbital energy (eV): -7.896
Gap between HOMO and LUMO (eV): 8.62

Element x y z (Å)
C1 -6.446 -0.861 0.585
C2 -5.050 -1.061 0.023
O1 -4.740 -2.025 -0.639
N1 -4.216 -0.037 0.356
C3 -2.863 0.162 0.036
C4 -2.266 1.323 0.507
C5 -0.931 1.539 0.200
N2 -0.099 2.577 0.534
C6 1.054 2.295 -0.001
N3 1.052 1.116 -0.701
C7 -0.216 0.596 -0.574
C8 -0.813 -0.564 -1.035
C9 -2.141 -0.770 -0.723
H1 -2.642 -1.660 -1.062
H2 -0.267 -1.294 -1.613
C10 2.157 0.485 -1.360
C11 2.930 -0.473 -0.478
C12 2.665 -0.604 0.877
C13 3.399 -1.488 1.650
C14 4.404 -2.247 1.078
C15 4.673 -2.120 -0.275
C16 3.941 -1.239 -1.047
H3 4.151 -1.141 -2.103
H4 5.455 -2.711 -0.730
H5 4.974 -2.936 1.682
H6 3.181 -1.582 2.704
H7 1.881 -0.021 1.337
H8 1.772 -0.061 -2.229
H9 2.837 1.260 -1.731
C17 2.263 3.147 0.117
H10 3.091 2.582 0.544
H11 2.566 3.523 -0.860
H12 2.031 3.989 0.762
H13 -2.814 2.043 1.096
H14 -4.614 0.707 0.913
H15 -7.069 -1.702 0.294
H16 -6.881 0.057 0.195
H17 -6.411 -0.801 1.671

=====

Which structure is most stable, and how do the rest compare? From most to least stable: Q, P.